Record 1
Entry from OMol25: a cluster of 13 separate species, C64H154BN10O29 in total (wB97M-V/def2-TZVPD).

Results
2S+1: 2
HOMO (alpha / beta): -7.75 / -7.75 eV
net charge: 0
Kohn-Sham gap (alpha / beta): 6.89 / 2.28 eV
M: 1538.79 g/mol

```
258
Properties=species:S:1:pos:R:3:forces:R:3:lowdin_charge:R:1
O -11.9120 21.2763 -21.4749 -1.57 -2.49 0.19 0.0925
C -12.4048 20.1448 -21.4122 4.04 2.09 -2.64 -0.3565
O -13.2904 19.6995 -20.6268 -1.34 -0.34 1.88 0.2492
B -13.5352 18.3073 -20.9276 -1.52 -1.24 0.33 -0.9392
O -12.7015 17.8999 -22.0287 0.22 -1.36 0.23 0.2648
C -11.9465 18.8802 -22.3434 3.44 3.92 -2.42 -0.3300
O -11.0527 18.9941 -23.2072 -2.83 -0.92 2.54 0.0906
O -14.9260 18.2108 -21.3608 -0.82 -0.84 -0.17 0.2366
C -15.5798 17.3847 -20.5726 -2.42 1.71 0.99 -0.3594
O -16.7941 17.2849 -20.5544 0.76 -0.49 -0.48 0.0920
C -14.6701 16.9613 -19.4095 -0.16 -2.53 1.31 -0.3417
O -13.4851 17.3757 -19.7762 1.24 0.60 0.78 0.2320
O -14.9630 16.2947 -18.4038 0.71 2.08 -2.83 0.1134
C -6.5672 25.2201 -24.0633 0.50 -0.90 -1.94 -0.1274
O -7.4843 24.3054 -23.5113 -1.05 -1.01 0.70 -0.2015
C -8.2724 23.3642 -24.3141 0.12 0.78 -1.17 -0.1653
C -9.3456 24.0979 -25.1528 0.07 0.17 -0.06 -0.2123
N -10.5280 23.3148 -25.4869 0.81 0.08 0.05 -0.0644
C -11.4352 23.1066 -24.3881 -0.20 -1.28 -1.22 -0.1895
C -12.4321 22.0184 -24.7707 -1.16 -2.06 -0.73 -0.1795
O -13.2390 22.2039 -25.9870 -0.27 1.05 0.58 -0.1989
C -14.4802 21.5069 -25.9592 0.03 0.71 0.41 -0.1138
H -5.7303 25.4898 -23.4192 -0.51 -0.27 0.69 0.0844
H -6.9484 26.1367 -24.5136 -0.75 0.16 0.43 0.0785
H -6.0834 24.7419 -24.9150 0.28 -0.22 -0.27 0.0797
H -8.7294 22.5623 -23.7342 0.09 0.64 0.95 0.1014
H -7.7251 22.7628 -25.0399 1.00 0.30 0.03 0.1149
H -8.9201 24.3859 -26.1142 0.22 0.20 0.08 0.1156
H -9.5507 25.0090 -24.5908 -0.37 0.38 0.09 0.1125
H -10.9948 23.6705 -26.3089 0.02 0.01 0.05 0.1107
H -11.9448 24.0157 -24.0690 -0.14 0.21 0.23 0.1113
H -10.8228 22.6924 -23.5872 -0.43 0.08 0.38 0.1026
H -13.0353 21.7121 -23.9160 -0.59 0.80 0.20 0.0833
H -12.0857 21.0229 -25.0480 1.75 0.15 0.53 0.1208
H -14.4363 20.4205 -25.8834 0.63 -0.23 -0.02 0.0677
H -15.0512 21.7402 -26.8580 0.26 0.14 -0.10 0.0897
H -15.0613 21.8618 -25.1080 -0.25 -0.05 0.04 0.0524
C -22.0457 14.8168 -21.6751 1.11 0.50 0.70 -0.1084
O -20.7886 14.2446 -22.0310 -0.53 -0.45 0.62 -0.1918
C -20.0402 13.9938 -20.8163 -0.50 1.01 -0.39 -0.2387
C -18.6509 13.6527 -21.2709 -1.03 -0.87 0.66 -0.1785
N -17.8195 13.2003 -20.1492 0.60 0.25 -1.59 -0.0602
C -17.5542 14.2397 -19.1892 0.21 -1.20 0.92 -0.2055
C -16.9749 13.5928 -17.8792 -1.17 0.87 -0.39 -0.1378
O -17.9795 12.7536 -17.2274 0.14 1.77 -0.73 -0.1870
C -17.4008 11.8015 -16.4076 0.22 -1.74 -0.11 -0.1533
H -21.7522 15.7187 -21.1379 -0.49 0.42 0.43 0.0654
H -22.5514 14.1557 -20.9713 -0.45 0.00 -0.20 0.0908
H -22.6707 15.1730 -22.4940 0.25 -0.73 -0.35 0.0754
H -20.4068 13.2045 -20.1599 -0.57 -0.48 -0.40 0.1325
H -20.0949 14.8781 -20.1815 0.09 0.42 -0.08 0.1011
H -18.3006 14.5186 -21.8329 0.76 -0.19 0.16 0.1228
H -18.9306 12.8597 -21.9644 1.07 -0.30 -0.27 0.1224
H -18.0826 12.3232 -19.7232 -0.46 0.13 -0.10 0.1214
H -18.4416 14.8187 -18.9335 -0.35 -0.10 0.43 0.0969
H -16.9242 14.9802 -19.6819 0.58 -0.10 0.53 0.0881
H -16.7690 14.4776 -17.2768 0.46 -0.33 0.56 0.1098
H -16.1056 12.9507 -18.0211 0.24 0.43 -0.36 0.1083
H -16.8136 12.0680 -15.5288 -0.09 0.97 0.04 0.0890
H -16.7321 11.1947 -17.0181 0.28 -0.33 -0.04 0.0832
H -18.1815 11.1265 -16.0568 -0.18 0.12 -0.01 0.0865
C -12.6212 15.7887 -9.4235 0.62 1.17 -0.38 -0.1058
O -13.3117 16.6282 -10.3535 -0.40 0.29 0.80 -0.2010
C -13.8026 17.8253 -9.7044 -0.09 -0.63 0.08 -0.2179
C -14.7588 18.5797 -10.6216 0.62 0.20 -1.61 -0.1728
N -13.9815 18.8126 -11.8914 0.45 -0.09 1.64 -0.0734
C -14.5926 19.2805 -13.1212 0.07 -0.68 0.63 -0.1897
C -13.5823 19.0561 -14.2334 0.03 -0.90 -1.22 -0.1811
O -13.6791 17.7435 -14.8017 -0.74 -0.93 0.79 -0.1877
C -13.0753 17.6247 -16.0454 -0.09 -0.19 -0.58 -0.1335
H -13.1902 15.5010 -8.5394 -0.61 -0.37 -0.31 0.0809
H -11.8072 16.3748 -8.9969 0.45 0.04 -0.01 0.0801
H -12.1763 14.9600 -9.9744 -0.37 -0.06 0.14 0.0905
H -13.0028 18.5040 -9.4078 0.52 -0.01 -0.42 0.1182
H -14.2141 17.5151 -8.7439 -0.71 0.04 0.00 0.1103
H -15.0682 19.5246 -10.1748 0.36 0.19 0.12 0.1097
H -15.7026 18.0742 -10.8261 -0.07 -0.61 0.07 0.1073
H -13.5680 17.9161 -12.1044 0.18 -0.15 0.03 0.0881
H -14.8466 20.3381 -13.0493 -0.08 0.02 -0.03 0.1162
H -15.4801 18.6643 -13.2650 -0.45 0.28 -0.78 0.1180
H -12.5561 19.0538 -13.8660 0.05 1.02 0.25 0.1198
H -13.7357 19.6951 -15.1031 0.15 0.82 0.35 0.1136
H -13.1207 16.6022 -16.4202 -0.04 -0.19 0.48 0.0888
H -12.0322 17.9396 -16.0760 0.24 0.20 0.16 0.0752
H -13.6279 18.1851 -16.7995 0.00 0.57 -0.24 0.0691
C -9.5786 15.6782 -27.1695 -1.62 1.11 1.01 -0.0582
O -10.5445 15.5304 -26.0896 1.48 -1.78 0.57 -0.2212
C -11.1642 16.6749 -25.5973 -2.29 0.99 -1.48 -0.2279
C -12.5373 16.2977 -24.9095 1.88 -0.73 -0.12 -0.1799
N -13.3637 15.3684 -25.7353 0.04 1.34 0.91 -0.0439
C -14.3096 14.6214 -24.8632 1.38 -0.03 -1.21 -0.1866
C -15.2254 13.6827 -25.6636 -0.31 1.39 -0.36 -0.2403
O -16.1348 13.1334 -24.7558 -0.63 -1.77 0.20 -0.1968
C -16.8931 11.9747 -25.2039 -0.14 1.38 0.01 -0.0756
H -8.9788 14.7769 -27.2960 -0.40 0.02 0.14 0.0858
H -8.9389 16.5395 -26.9773 0.24 -0.05 0.07 0.0822
H -10.2137 15.9297 -28.0189 0.45 -0.22 -0.60 0.0840
H -11.4193 17.2382 -26.4949 -0.23 0.64 -0.23 0.1101
H -10.5999 17.3680 -24.9735 0.37 -0.51 0.35 0.1016
H -13.0244 17.1727 -24.4790 -0.43 0.27 -0.88 0.0974
H -12.1673 15.8577 -23.9835 -0.23 -0.91 0.39 0.0979
H -12.6814 14.7902 -26.2046 -0.11 -0.48 0.06 0.0923
H -14.9439 15.3915 -24.4240 -0.11 -0.24 0.33 0.0980
H -13.7178 14.1309 -24.0904 -0.36 -0.35 0.29 0.0996
H -14.8297 12.9743 -26.3914 0.84 -0.49 0.60 0.1210
H -15.7175 14.3824 -26.3391 -0.60 0.19 -0.24 0.1102
H -17.5634 11.7061 -24.3874 0.28 -0.04 0.06 0.0777
H -16.3254 11.1074 -25.5411 0.56 0.13 0.31 0.0826
H -17.5307 12.2565 -26.0419 -0.10 0.16 -0.19 0.0798
C -15.3990 22.8214 -20.7127 1.78 0.62 0.05 -0.1194
O -15.6517 23.7536 -21.7346 -0.90 0.34 -0.99 -0.2073
C -14.8227 23.7713 -22.9569 -1.27 -1.45 1.83 -0.1771
C -15.4640 24.7135 -23.9189 0.33 0.34 0.08 -0.2124
N -16.7151 24.2134 -24.5046 0.82 0.37 -0.43 -0.0246
C -17.2009 24.9329 -25.7114 -0.96 -1.56 1.42 -0.1954
C -18.1516 26.0315 -25.3711 -1.24 1.21 -0.37 -0.1960
O -19.4260 25.7722 -24.6972 1.20 -0.26 1.58 -0.2116
C -20.4839 25.0563 -25.3219 1.41 0.95 -0.96 -0.1098
H -14.6076 23.2377 -20.0894 0.06 0.16 0.51 0.0820
H -14.9192 21.8921 -21.0197 -0.57 -0.43 -0.50 0.0750
H -16.2598 22.6771 -20.0599 -0.23 -0.04 -0.37 0.0758
H -14.9019 22.7586 -23.3523 0.62 -0.08 -0.01 0.0910
H -13.8235 24.0729 -22.6427 0.18 -0.11 -0.39 0.1244
H -14.7271 24.9057 -24.6988 -0.11 -0.22 -0.36 0.1215
H -15.4619 25.6332 -23.3338 -0.82 0.64 -0.15 0.1202
H -17.4608 24.1758 -23.8245 0.07 0.12 0.19 0.0783
H -17.8108 24.2251 -26.2729 0.48 -0.37 -0.53 0.1031
H -16.3775 25.3221 -26.3102 -0.07 -0.12 0.02 0.1283
H -18.4206 26.5261 -26.3044 0.11 0.37 -0.20 0.1184
H -17.5918 26.7194 -24.7374 -0.57 0.29 0.23 0.1249
H -21.3398 24.8938 -24.6668 0.48 -0.03 0.45 0.0850
H -20.0514 24.1309 -25.7021 -0.65 -0.24 -0.33 0.0739
H -20.8427 25.7274 -26.1023 -0.25 -0.45 -0.62 0.0870
C -24.3167 19.7670 -22.0973 1.08 0.82 0.41 -0.0343
O -23.3704 20.6156 -21.3499 -1.04 0.46 0.78 -0.1804
C -22.1975 19.9760 -20.9171 0.70 -0.66 -2.35 -0.2239
C -21.2409 20.8310 -20.0422 -1.90 -1.23 1.02 -0.0783
N -19.9805 20.1264 -19.7121 -0.97 2.41 -1.73 0.1989
C -19.0120 19.8693 -20.7448 -0.19 -1.26 0.42 -0.0951
C -18.6416 21.0123 -21.7122 -0.39 0.22 -0.69 -0.1388
O -19.7245 21.2497 -22.6230 -0.08 -0.70 1.38 -0.1921
C -19.6112 22.4547 -23.3570 0.26 0.74 0.76 -0.0706
H -24.9827 20.4236 -22.6572 0.52 0.23 -0.17 0.0893
H -25.0123 19.2002 -21.4785 0.56 -0.31 0.47 0.0864
H -23.6924 19.1561 -22.7494 -0.45 -0.26 -0.21 0.0833
H -21.6408 19.7950 -21.8366 0.39 -0.46 -0.21 0.1022
H -22.4099 18.9990 -20.4830 0.05 0.02 0.56 0.1326
H -21.8486 20.9451 -19.1446 0.66 0.33 0.55 0.1335
H -21.0794 21.8285 -20.4509 0.44 -0.09 -0.44 0.1502
H -19.6698 20.3544 -18.7785 0.36 -0.54 0.39 0.1694
H -19.4392 19.1237 -21.4153 -0.29 -0.30 -0.09 0.1266
H -18.1520 19.3869 -20.2802 0.21 0.29 -0.11 0.1207
H -17.7726 20.6396 -22.2544 0.10 -0.33 -0.11 0.1467
H -18.2602 21.8637 -21.1485 -0.50 0.58 -0.11 0.1193
H -20.5366 22.9350 -23.6747 -0.53 -1.19 -0.20 0.0766
H -18.9543 22.2650 -24.2059 0.25 0.59 0.11 0.1039
H -19.3236 23.1974 -22.6128 1.09 0.42 -0.45 0.0975
C -9.2349 22.3475 -20.5898 1.38 -0.46 -0.69 -0.1077
O -8.7888 22.8911 -19.3773 0.69 0.05 1.41 -0.2302
C -8.5836 24.2910 -19.4858 -1.17 1.98 0.14 -0.1857
C -7.8539 25.1172 -18.3475 -1.63 -2.24 0.58 -0.1569
N -8.7375 25.1783 -17.1556 0.06 0.74 -1.47 -0.0787
C -8.1100 25.9531 -16.1218 -0.77 0.15 0.46 -0.2345
C -8.6856 25.5682 -14.7918 -0.26 0.25 1.68 -0.2277
O -8.1264 26.4148 -13.7467 -0.33 -2.20 0.74 -0.1907
C -8.4903 25.8814 -12.4321 0.35 1.85 -0.39 -0.1029
H -9.5692 21.3165 -20.4742 -0.21 0.25 0.40 0.0668
H -8.3105 22.3070 -21.1659 -0.16 -0.12 -0.90 0.0890
H -9.9812 22.9219 -21.1385 -0.18 0.19 0.35 0.0829
H -9.6214 24.6235 -19.4638 -0.13 0.91 -0.04 0.1135
H -8.2263 24.6027 -20.4673 0.56 -0.43 -0.17 0.1099
H -7.6203 26.1514 -18.6008 -0.15 -0.18 -0.67 0.1167
H -6.9261 24.6178 -18.0685 0.48 -0.08 -0.13 0.1072
H -9.0432 24.2652 -16.8507 0.43 -0.15 0.20 0.0464
H -8.3820 27.0073 -16.1750 0.21 0.33 -0.58 0.1199
H -7.0255 25.8872 -16.2094 0.29 -0.13 0.61 0.1158
H -8.6665 24.5051 -14.5521 1.05 -0.28 0.05 0.1066
H -9.7637 25.7122 -14.7205 -0.39 0.51 -0.71 0.1185
H -9.5596 25.9820 -12.2466 -0.26 -0.23 -0.30 0.0782
H -8.0274 26.5762 -11.7313 0.11 -0.03 0.03 0.0777
H -8.1608 24.8844 -12.1396 0.18 -0.23 -0.77 0.0815
C -8.0533 18.5569 -21.5800 -1.09 -1.26 1.74 -0.0453
O -7.7568 17.8894 -20.2901 -0.37 0.82 -0.77 -0.2076
C -8.5604 18.2930 -19.1615 0.54 -1.43 0.61 -0.1872
C -9.6798 17.2567 -18.7212 0.58 0.36 -2.48 -0.1662
N -9.2640 15.8854 -18.3831 1.32 2.07 0.91 -0.0481
C -10.2495 15.0567 -17.7730 -0.59 -0.96 -0.95 -0.2003
C -11.1651 14.4636 -18.8427 -1.14 -1.01 0.71 -0.2144
O -10.4136 13.6278 -19.7009 1.00 0.33 0.23 -0.1741
C -10.4715 13.9866 -21.0375 0.17 -0.85 -1.34 -0.1268
H -9.0703 18.2513 -21.8259 -0.04 0.05 -0.45 0.0567
H -7.3760 18.1637 -22.3381 0.12 0.22 0.31 0.0877
H -8.0818 19.6438 -21.5033 0.52 0.05 0.09 0.0676
H -8.9922 19.2853 -19.2921 -0.27 0.03 -0.23 0.0914
H -7.8432 18.3654 -18.3439 0.07 0.09 0.16 0.1115
H -10.2212 17.1244 -19.6580 -0.83 0.48 -0.31 0.0926
H -10.3538 17.7899 -18.0507 0.13 -0.50 0.55 0.1038
H -8.9606 15.4516 -19.2433 0.25 -0.11 0.09 0.1000
H -10.8082 15.5199 -16.9597 0.07 0.29 -0.13 0.1107
H -9.7601 14.1690 -17.3723 0.18 0.04 0.33 0.1162
H -11.7847 15.1475 -19.4227 0.23 0.46 0.06 0.0982
H -11.8581 13.7675 -18.3702 -0.39 0.15 0.32 0.1236
H -11.3727 13.5688 -21.4861 -0.57 0.62 -0.13 0.0760
H -9.7111 13.4678 -21.6213 0.49 -0.16 0.42 0.0892
H -10.3017 15.0400 -21.2602 -0.41 0.30 0.23 0.0873
C -16.5002 18.1208 -24.8246 1.71 1.44 -0.31 -0.1202
O -17.8549 18.3540 -24.9654 -0.93 -0.58 1.17 -0.1669
C -18.5058 17.4195 -24.1066 -2.83 -0.46 -1.55 -0.1926
C -19.9837 17.9072 -23.9104 1.16 0.97 0.69 -0.2128
N -20.7978 18.2629 -25.0613 -0.57 -0.92 0.86 -0.0594
C -21.0880 17.1418 -26.0026 0.79 1.51 -0.22 -0.1605
C -22.0828 16.0746 -25.4063 2.01 0.36 0.07 -0.2052
O -22.4075 15.0300 -26.2905 -0.26 -0.76 1.11 -0.1867
C -23.6146 15.1593 -27.0114 1.00 1.25 -0.67 -0.0995
H -15.9980 18.7764 -25.5360 0.12 -0.25 -0.28 0.0805
H -16.1586 17.0960 -24.9699 -0.29 -0.18 -0.10 0.0824
H -16.1671 18.4942 -23.8562 0.18 -0.34 0.42 0.0824
H -18.0831 17.2202 -23.1218 0.53 0.40 0.00 0.1106
H -18.5507 16.4963 -24.6844 0.28 -0.54 0.30 0.1178
H -19.8096 18.8459 -23.3845 -0.23 0.44 -0.02 0.0699
H -20.5231 17.3352 -23.1554 -0.01 -0.69 -0.29 0.1037
H -20.3665 19.0886 -25.4516 -0.17 -0.32 -0.70 0.1009
H -20.1030 16.8029 -26.3236 0.03 -1.46 0.43 0.1049
H -21.3112 17.6216 -26.9555 -1.29 -0.03 0.04 0.1106
H -22.8878 16.5357 -24.8341 -0.61 0.28 -0.67 0.1155
H -21.5107 15.5976 -24.6105 0.19 -0.22 0.05 0.0993
H -23.7084 14.2997 -27.6751 0.06 0.16 0.06 0.0913
H -23.3870 16.0788 -27.5507 -1.02 0.06 -0.90 0.0823
H -24.5408 15.3114 -26.4572 0.14 -0.21 0.56 0.0832
C -17.5083 17.6146 -17.2981 0.85 -0.67 -0.32 -0.1577
O -16.4969 17.4678 -16.3160 -0.75 0.70 0.42 -0.1064
H -17.2259 18.3034 -18.0943 0.06 0.48 -0.02 0.0545
H -17.6100 16.6633 -17.8204 -0.51 -0.09 -0.02 0.0528
H -18.4497 17.9364 -16.8527 0.11 -0.11 0.24 0.0776
H -15.6345 17.4775 -16.7375 0.02 -0.27 -0.11 0.0258
C -14.3133 13.9422 -21.1235 0.45 0.08 -1.31 -0.1570
O -14.7282 12.9547 -20.2083 0.62 0.54 -0.07 -0.0935
H -13.7412 13.5639 -21.9706 -0.22 -0.89 -0.23 0.0553
H -15.1874 14.4033 -21.5834 -0.01 0.46 0.05 0.0837
H -13.5720 14.6806 -20.8182 -0.42 0.28 1.19 0.0617
H -15.6786 12.9584 -20.3438 -0.64 -0.49 0.31 0.0238
C -10.1654 20.6402 -15.2427 -0.87 0.34 0.14 -0.0367
C -10.0970 21.4503 -16.4942 1.98 -0.17 -1.62 -0.4420
C -11.2235 22.3692 -16.8432 -0.20 0.00 -0.05 -0.1980
O -12.3969 21.6201 -16.7986 -2.42 0.48 0.28 -0.1699
C -12.8628 21.1206 -18.0200 0.40 -1.35 -0.52 -0.1107
N -8.8520 22.2356 -16.5265 -0.07 -0.05 0.80 0.0576
H -10.5234 21.3358 -14.4837 0.36 -0.49 0.76 0.0961
H -9.1942 20.1723 -15.0816 0.01 0.26 0.46 0.0858
H -10.8737 19.8209 -15.3663 -0.16 0.20 0.17 0.0515
H -10.0232 20.6922 -17.2740 -0.26 -0.09 -0.66 0.1215
H -11.0900 22.8106 -17.8308 0.27 -0.05 -0.24 0.1210
H -11.3174 23.2196 -16.1679 0.08 -0.07 0.41 0.1303
H -12.2815 20.2118 -18.1760 0.31 -0.05 -0.93 0.0835
H -12.8877 21.7721 -18.8936 0.89 0.48 0.12 0.0744
H -13.8763 20.7238 -18.0788 -0.46 0.24 1.27 0.0810
H -8.1358 21.7102 -16.0458 0.22 0.11 -0.04 0.0752
H -8.5422 22.4117 -17.4715 -0.06 -0.23 -0.23 0.0477
```
Positions in Å, forces in eV/Å.


Record 2
Entry from OMol25: the ion C2H7N3P with charge +1 (wB97M-V/def2-TZVPD).

Results
HOMO: -13.44 eV
SMILES: [NH2+]=C1NCPN1
net charge: +1
Kohn-Sham gap: 9.97 eV
M: 104.07 g/mol
energy relative to the best compared isomer or geometry (same formula, charge and spin): 20.5 kcal per mole

```
13
Properties=species:S:1:pos:R:3:forces:R:3:lowdin_charge:R:1
C 0.0850 -0.5321 -0.5453 0.55 -1.71 0.82 -0.4803
C -0.5742 0.7513 1.3542 -0.98 1.19 -0.56 -0.3070
N 1.0217 0.4017 -0.6293 -1.07 1.16 1.54 -0.0999
N -0.7751 -0.4320 0.4604 -0.41 1.33 2.03 0.0520
N 0.1321 -1.6524 -1.2428 1.76 1.76 -2.01 0.2361
P 0.9071 1.6900 0.6313 1.40 -2.02 1.35 0.9977
H -1.4657 1.4292 1.3810 0.50 -0.69 -0.38 0.0967
H -0.4580 0.4782 2.4156 0.57 -0.20 -0.62 0.0900
H 1.4324 0.6562 -1.4798 0.83 -0.07 -1.45 0.0990
H -1.1881 -1.2133 0.9727 0.19 0.00 -0.98 0.1711
H 0.7355 -1.7791 -2.0388 0.33 0.49 0.10 0.1430
H -0.3447 -2.4552 -1.0711 -2.20 -2.24 1.04 0.0942
H 0.4919 2.6576 -0.2081 -1.48 1.01 -0.88 -0.0925
```
Positions in Å, forces in eV/Å.